# 1
Computed, not measured: a structure of composition C22H45N2O2P3PtS at a distorted geometry, with ωB97M-V/def2-TZVPD.

```
76
Properties=species:S:1:pos:R:3:forces:R:3:mulliken_charge:R:1
P -1.216 -2.366 -1.034 -0.22 -0.18 -0.21 0.51
C -2.835 -1.960 -0.303 -0.03 0.15 0.08 -1.04
H -3.536 -2.762 -0.590 0.21 0.29 0.18 0.58
H -3.181 -1.006 -0.724 0.09 -0.36 0.05 0.21
H -2.800 -1.869 0.790 -0.06 -0.12 -0.30 0.45
C -1.671 -2.497 -2.789 0.24 0.21 0.08 -1.48
H -0.869 -2.947 -3.380 -0.53 -0.06 0.13 0.50
H -1.871 -1.488 -3.169 -0.10 -0.26 -0.05 0.31
H -2.584 -3.109 -2.823 0.24 0.16 -0.13 0.57
C -0.832 -4.051 -0.465 0.04 0.02 -0.02 -1.23
H -1.566 -4.732 -0.912 0.15 -0.05 0.16 0.50
H -0.873 -4.125 0.629 -0.14 0.00 -0.23 0.39
H 0.180 -4.331 -0.778 -0.36 -0.07 0.07 0.29
P 2.576 -0.817 1.402 0.82 0.11 0.23 0.38
C 2.234 -0.311 3.115 -0.47 0.11 -0.04 -0.90
H 3.184 -0.377 3.668 -0.27 0.06 -0.19 0.58
H 1.496 -0.956 3.610 0.28 0.04 -0.10 0.41
H 1.867 0.722 3.130 0.22 -0.25 0.03 0.11
C 3.362 -2.436 1.592 0.10 0.14 0.02 -1.25
H 3.896 -2.733 0.686 0.00 0.03 0.49 0.37
H 2.610 -3.198 1.827 0.13 0.12 0.06 0.37
H 4.049 -2.331 2.438 0.07 -0.25 -0.13 0.53
C 3.754 0.425 0.835 0.24 0.07 -0.11 -1.04
H 4.635 0.346 1.488 -0.13 0.18 -0.14 0.55
H 3.307 1.426 0.922 0.16 -0.31 0.11 0.18
H 4.055 0.255 -0.203 -0.01 0.14 0.53 0.23
P 0.653 2.189 -2.007 -0.31 2.53 -2.83 0.95
C -0.041 3.808 -1.527 -0.22 -0.12 0.96 -1.01
H 0.375 4.574 -2.198 -0.04 -0.24 0.27 0.55
H 0.229 4.012 -0.480 0.01 0.27 -0.35 0.29
H -1.136 3.810 -1.596 0.30 -0.11 -0.05 0.36
C 2.248 2.729 -2.740 0.63 -0.87 0.76 -1.34
H 2.054 3.701 -3.224 0.09 -0.38 0.12 0.56
H 2.671 1.989 -3.435 -0.29 0.47 0.17 0.40
H 2.967 2.846 -1.912 -0.11 0.28 -0.39 0.39
C -0.414 1.749 -3.430 -0.17 -1.23 0.53 -1.07
H -0.345 2.574 -4.156 0.02 -0.10 0.22 0.51
H -1.450 1.615 -3.079 0.29 0.23 -0.23 0.35
H -0.087 0.799 -3.879 -0.16 0.50 -0.01 0.25
Pt 0.796 -1.163 -0.110 -0.69 0.02 0.60 2.79
C -0.202 -1.522 1.433 -1.98 -1.76 4.49 0.08
O -0.754 -1.748 2.437 1.87 1.12 -3.81 -0.45
C 0.167 0.978 0.379 0.55 1.08 1.77 -1.19
O 0.781 1.714 1.129 -0.76 -1.64 -1.44 -0.36
C 3.146 -0.556 -2.303 0.49 -0.21 -0.28 -0.45
C 2.087 -0.600 -3.209 0.04 -0.23 -0.40 -0.79
C 1.281 -1.733 -3.293 0.24 -0.11 -0.62 -0.82
C 1.506 -2.823 -2.446 0.25 0.19 -0.55 -1.34
C 2.545 -2.777 -1.495 0.20 -0.07 -0.50 -0.93
C 3.418 -1.669 -1.498 0.01 0.25 -0.54 -0.86
H 3.872 0.265 -2.373 -0.30 -0.39 0.13 0.70
H 2.006 0.153 -4.000 -0.03 -0.24 0.43 1.30
H 0.590 -1.803 -4.145 0.31 -0.04 0.54 0.77
H 1.033 -3.785 -2.664 -0.07 0.38 0.29 0.89
H 2.841 -3.708 -0.999 -0.22 0.42 0.01 0.51
H 4.403 -1.739 -1.030 -0.49 0.09 0.17 0.85
C -4.011 0.393 3.131 -0.32 -0.34 0.24 -0.98
N -3.588 1.009 1.872 -1.17 -0.68 0.48 0.46
C -4.607 1.110 0.820 -0.20 0.27 0.06 -0.93
C -2.370 1.547 1.720 1.17 -0.09 -1.67 -0.64
S -1.614 1.412 0.098 -0.28 -0.23 -0.01 0.16
N -1.790 2.246 2.733 1.33 0.98 0.80 0.29
C -1.147 1.583 3.870 0.04 -0.31 0.41 -0.75
C -1.450 3.667 2.551 -0.38 0.16 -0.19 -0.79
H -4.581 1.096 3.758 0.16 -0.10 -0.19 0.36
H -3.158 0.000 3.693 -0.25 0.16 -0.20 0.36
H -4.680 -0.442 2.884 0.11 0.19 0.09 0.42
H -5.575 1.294 1.302 0.17 0.02 -0.17 0.41
H -4.374 1.943 0.140 -0.11 -0.38 0.25 0.43
H -4.681 0.160 0.274 0.01 0.22 0.10 0.31
H -0.116 1.956 3.966 -0.31 0.11 -0.07 0.39
H -1.658 1.808 4.823 0.04 0.00 -0.33 0.34
H -1.113 0.497 3.712 -0.15 0.44 0.07 0.16
H -0.361 3.793 2.565 -0.16 -0.09 0.05 0.31
H -1.863 4.021 1.599 0.09 -0.11 0.34 0.35
H -1.874 4.260 3.377 0.09 -0.24 -0.12 0.39
```
Positions in Å, forces in eV/Å.

## Properties
- net charge = +4
- spin multiplicity = 5
- total energy (Ha) = -2665.130134
- energy above the lowest of the compared OMol25 structures with the same formula, charge and spin (kcal/mol) = 12.3
- E_HOMO (spin up / spin down) (eV) = -18.3 / -20.3
- frontier orbital gap (spin up / spin down) (eV) = 5.30 / 5.26

---

# 2
Computed, not measured: a cluster of 5 separate species, C22H45N5O7S2 in total at a distorted geometry, with ωB97M-V/def2-TZVPD.

```
81
Properties=species:S:1:pos:R:3:forces:R:3:mulliken_charge:R:1
O -0.774 3.859 4.870 -0.11 0.54 -0.79 -0.51
C -0.757 4.382 3.783 -0.08 -0.31 0.93 0.23
O -1.689 4.161 2.839 0.19 -0.49 0.20 -0.35
C -1.125 3.643 1.606 0.02 0.33 -0.42 -0.75
C -2.011 2.529 1.080 0.05 0.06 -0.06 0.30
C -1.635 2.209 -0.380 0.34 -0.01 0.13 -0.46
C -1.031 0.805 -0.541 -0.01 0.40 0.33 -0.73
S 0.325 0.795 -1.762 -0.21 -0.62 -0.19 -0.19
C 1.596 -0.128 -0.875 -0.44 -0.07 -0.19 0.10
S 2.427 0.612 0.313 0.34 -0.09 -0.01 -0.33
N 1.769 -1.423 -1.323 0.38 0.48 0.87 0.19
C 0.616 -2.327 -1.090 -0.27 0.14 -0.61 -0.22
C 0.936 -3.431 -0.090 -0.08 0.20 0.11 -0.60
O 2.116 -4.165 -0.373 -0.21 -0.17 -0.16 -0.38
C 2.958 -3.529 -1.328 0.21 0.27 0.37 -0.44
C 3.054 -2.048 -1.004 -0.03 -0.67 -0.26 -0.86
H 0.006 5.123 3.499 0.11 -0.12 -0.13 0.35
H -1.050 4.452 0.874 -0.11 0.05 0.12 0.32
H -0.105 3.284 1.779 -0.07 0.01 -0.01 0.42
H -3.058 2.815 1.159 0.03 0.05 0.03 0.45
H -1.867 1.650 1.709 -0.20 -0.01 0.00 -0.52
H -2.487 2.363 -1.036 -0.07 -0.08 0.01 -0.13
H -0.873 2.926 -0.700 -0.05 -0.01 -0.03 0.69
H -1.784 0.071 -0.830 0.03 0.00 0.00 0.47
H -0.600 0.502 0.415 0.07 -0.04 -0.11 0.43
H 0.261 -2.735 -2.039 0.15 -0.08 0.02 0.20
H -0.207 -1.749 -0.670 -0.01 -0.03 -0.08 0.03
H 1.006 -2.998 0.915 0.12 -0.01 -0.04 0.31
H 0.084 -4.118 -0.089 0.08 -0.03 0.02 0.38
H 3.950 -3.961 -1.197 -0.12 -0.16 -0.17 0.34
H 2.606 -3.706 -2.347 0.07 -0.08 -0.01 0.28
H 3.311 -1.966 0.055 0.01 0.22 -0.01 0.43
H 3.848 -1.609 -1.610 -0.09 0.24 0.09 0.53
C -4.964 4.076 -2.390 -0.03 0.02 0.06 0.11
O -4.170 4.041 -1.472 0.01 0.01 0.03 -0.56
N -4.630 3.929 -3.687 -0.03 -0.01 -0.13 0.13
C -5.612 3.980 -4.749 0.15 -0.02 0.03 -0.94
C -3.231 3.710 -4.017 -0.05 0.02 0.10 -0.85
H -6.045 4.235 -2.234 0.00 0.00 -0.01 0.27
H -5.627 3.041 -5.305 -0.04 0.01 -0.02 0.34
H -5.385 4.793 -5.442 -0.04 0.00 -0.02 0.33
H -6.600 4.150 -4.325 -0.01 0.00 0.02 0.29
H -2.863 2.803 -3.536 0.03 0.00 -0.02 0.22
H -2.623 4.545 -3.669 0.03 -0.01 0.00 0.29
H -3.129 3.612 -5.095 -0.02 0.00 -0.02 0.37
C 2.779 -7.486 -3.320 -0.02 -0.01 -0.07 0.09
O 2.896 -6.283 -3.444 0.01 0.05 0.01 -0.54
N 2.789 -8.135 -2.140 0.01 -0.10 0.05 0.15
C 2.644 -9.572 -2.047 0.02 0.13 0.07 -0.92
C 2.952 -7.349 -0.927 -0.04 0.05 -0.14 -0.82
H 2.650 -8.160 -4.184 0.00 -0.01 0.00 0.24
H 1.762 -9.831 -1.458 0.00 -0.05 -0.01 0.33
H 3.522 -10.017 -1.575 -0.01 -0.05 -0.01 0.32
H 2.533 -9.995 -3.044 0.00 0.00 -0.02 0.30
H 2.152 -6.615 -0.844 0.05 0.05 0.07 0.25
H 3.897 -6.806 -0.960 0.00 0.02 0.06 0.23
H 2.941 -8.007 -0.062 0.00 -0.05 -0.02 0.37
C 3.279 4.092 0.973 0.09 -0.10 0.00 0.49
O 2.137 4.482 0.829 -0.11 0.07 0.06 -0.63
N 4.255 4.807 1.571 0.06 0.01 0.00 0.09
C 5.599 4.293 1.724 -0.08 0.11 0.03 -0.94
C 3.935 6.132 2.072 -0.06 -0.07 -0.05 -0.90
H 3.616 3.100 0.628 -0.05 0.07 -0.01 0.01
H 5.871 4.236 2.781 0.04 -0.03 -0.01 0.35
H 6.318 4.937 1.213 0.03 -0.03 0.00 0.34
H 5.658 3.295 1.296 -0.01 -0.01 -0.01 0.28
H 3.142 6.075 2.819 0.00 0.03 0.02 0.24
H 3.585 6.771 1.261 0.00 0.03 0.02 0.28
H 4.823 6.570 2.521 0.02 -0.01 0.00 0.38
C -3.907 -1.001 2.319 -0.01 0.02 0.03 0.06
O -3.956 0.062 1.731 0.00 -0.04 -0.12 -0.57
N -3.444 -1.148 3.576 0.04 -0.08 0.08 0.15
C -3.407 -2.435 4.238 0.03 0.15 0.01 -0.96
C -2.971 0.034 4.283 -0.05 -0.01 -0.09 -0.88
H -4.244 -1.949 1.865 0.00 -0.01 0.01 0.32
H -4.017 -2.418 5.144 0.00 -0.05 0.01 0.34
H -2.383 -2.696 4.512 -0.01 -0.04 0.01 0.34
H -3.796 -3.202 3.571 -0.01 0.00 -0.02 0.29
H -3.768 0.772 4.367 0.02 0.03 0.01 0.29
H -2.144 0.497 3.746 0.01 0.02 0.03 0.22
H -2.637 -0.254 5.277 0.00 -0.02 0.01 0.38
```
Positions in Å, forces in eV/Å.

## Properties
- spin multiplicity = 1
- total energy (Ha) = -2462.048074
- E_HOMO (eV) = -7.9
- structure (SMILES) = O=COCCCCSC(=S)N1CCOCC1.CN(C)C=O.CN(C)C=O.CN(C)C=O.CN(C)C=O
- frontier orbital gap (eV) = 8.10

---

The lowest spin multiplicity belongs to which entry? C22H45N5O7S2